Computed, not measured: a cluster of 12 separate species, C31H53Cl33IN2O4P2 in total in a non-equilibrium geometry, with wB97M-V/def2-TZVPD.

Last column: Löwdin charge in e.
CARTESIAN COORDINATES (ANGSTROEM)
C  -3.45345  3.43738  -1.07730  -0.045
C  -2.39068  2.43552  -1.48246  -0.504
O  -2.72323  1.28278  -1.77281  -0.004
N  -1.09119  2.93157  -1.56284  0.061
C  -0.02152  1.92703  -1.58963  -0.213
C  1.23436  2.47145  -2.24679  -0.186
C  1.98237  3.60775  -1.50277  -0.183
C  3.31496  3.16121  -0.86314  -0.126
C  3.37649  2.85952  0.65112  -0.380
O  4.32678  1.84728  0.87949  -0.289
P  3.64251  0.26697  1.31607  0.602
C  3.45222  -0.14602  -0.55595  -0.307
C  3.06246  -1.57879  -0.85854  -0.345
N  4.22702  -2.44181  -1.14143  -0.046
C  3.93774  0.54733  3.17638  -0.258
C  2.75954  0.67050  4.16377  -0.223
C  2.23733  -0.61318  4.83027  -0.370
C  1.31182  -0.15955  5.97395  -0.084
C  1.43958  -1.54475  3.91429  -0.151
C  1.63432  -3.05398  4.20289  -0.178
C  2.99149  -3.46758  4.69543  -0.099
C  3.97677  -4.04479  3.98944  -0.334
C  5.12455  -4.76564  4.64754  -0.071
C  4.02910  -3.95967  2.49150  -0.067
O  2.03479  1.00022  1.36311  -0.305
C  2.19197  2.36310  1.50536  -0.629
P  0.58780  3.28361  1.58113  0.563
O  -0.18823  2.45880  2.76439  -0.387
I  1.37591  5.30198  2.78087  0.384
H  -3.88945  3.83839  -1.98818  0.037
H  -3.07530  4.23210  -0.44311  0.080
H  -4.23243  2.85920  -0.59784  0.048
H  -0.95438  3.51877  -0.73951  0.065
H  0.18550  1.54074  -0.59258  0.097
H  -0.34872  1.06609  -2.15899  0.082
H  0.92498  2.86151  -3.21603  0.099
H  1.90329  1.64430  -2.45634  0.089
H  1.34065  4.16363  -0.82475  0.059
H  2.23691  4.32059  -2.28624  0.098
H  4.03363  3.96321  -1.02587  0.106
H  3.68848  2.34531  -1.46841  0.080
H  3.73712  3.77033  1.13632  0.109
H  5.00120  -0.30974  1.25311  0.012
H  3.19814  -1.07752  1.61762  -0.002
H  2.66890  0.48181  -0.95914  0.041
H  4.39652  0.06947  -1.03321  -0.004
H  2.48486  -1.57370  -1.78783  0.091
H  2.39963  -2.00416  -0.10001  0.078
H  4.97300  -2.25998  -0.48233  0.040
H  3.95992  -3.41500  -1.12292  0.053
H  4.52471  1.46131  3.27327  0.069
H  4.59118  -0.24851  3.52802  0.063
H  3.11554  1.27383  5.00293  0.101
H  1.89748  1.20818  3.76847  0.069
H  3.08398  -1.09399  5.31880  0.117
H  0.38487  0.22929  5.55241  0.069
H  1.75070  0.65099  6.55090  0.067
H  1.01855  -0.98898  6.61571  0.073
H  1.60069  -1.32114  2.86760  0.080
H  0.38268  -1.33200  4.07509  0.102
H  0.89702  -3.36445  4.94129  0.101
H  1.41763  -3.62314  3.30344  0.093
H  3.19604  -3.26818  5.74494  0.107
H  4.76777  -5.23748  5.55495  0.070
H  5.90121  -4.04283  4.90074  0.043
H  5.56385  -5.48751  3.96949  0.069
H  3.03580  -3.81567  2.08767  0.060
H  4.42746  -4.87225  2.04352  0.073
H  4.67302  -3.14247  2.18274  0.046
H  2.59133  2.54932  2.51955  0.060
H  0.34338  2.46991  3.57652  0.023
C  -7.33721  3.39459  -1.11970  -1.557
Cl  -6.55291  2.71780  -2.54572  0.521
Cl  -7.47193  2.16663  0.14393  0.529
Cl  -6.45281  4.81149  -0.54957  0.549
H  -8.33351  3.70506  -1.38959  -0.101
C  -2.91706  -3.16749  0.03457  -1.518
Cl  -1.29376  -3.61512  -0.50040  0.534
Cl  -4.12996  -3.88576  -1.03335  0.526
Cl  -3.17690  -3.66404  1.70619  0.525
H  -3.00907  -2.09109  -0.02332  0.016
C  9.01810  -2.44130  3.64798  -1.552
Cl  7.48725  -2.37475  2.79058  0.561
Cl  8.76687  -2.69160  5.37940  0.515
Cl  10.06548  -3.70222  2.98493  0.507
H  9.51875  -1.49175  3.51876  0.009
C  -5.81715  1.33318  -6.44095  -1.561
Cl  -5.18432  2.76642  -5.62094  0.473
Cl  -7.58446  1.32217  -6.39830  0.509
Cl  -5.23399  1.22026  -8.10206  0.534
H  -5.46937  0.46804  -5.89712  -0.028
C  -9.63878  7.02523  -2.44735  -1.535
Cl  -8.95472  6.24893  -3.87481  0.534
Cl  -9.81271  5.85395  -1.13850  0.545
Cl  -8.65366  8.39294  -1.93573  0.536
H  -10.62357  7.39213  -2.70132  0.010
C  6.38125  0.46295  -4.07625  -1.538
Cl  5.09397  1.61062  -4.47679  0.510
Cl  7.85624  1.33083  -3.61447  0.500
Cl  5.85954  -0.64365  -2.81704  0.618
H  6.60264  -0.10835  -4.96711  0.003
C  -10.32551  0.48228  -2.55771  -1.529
Cl  -11.83186  -0.00794  -3.33752  0.527
Cl  -8.99259  0.50945  -3.70369  0.498
Cl  -10.51309  2.06510  -1.79346  0.536
H  -10.09375  -0.24064  -1.78723  0.016
C  -1.62616  -0.63749  -4.99904  -1.516
Cl  -0.02280  0.08378  -5.14825  0.549
Cl  -1.80346  -1.45691  -3.45444  0.546
Cl  -2.87408  0.59903  -5.23414  0.549
H  -1.73701  -1.37328  -5.78374  0.010
C  -3.10268  5.98136  -4.48177  -1.556
Cl  -2.48861  7.42728  -3.68145  0.531
Cl  -4.86786  5.95585  -4.46213  0.495
Cl  -2.49487  5.86943  -6.13404  0.528
H  -2.74802  5.11756  -3.93411  0.000
C  -2.31555  -6.68193  -2.62286  -1.573
Cl  -3.78728  -6.61478  -3.59424  0.511
Cl  -2.58090  -7.61044  -1.14984  0.501
Cl  -0.97311  -7.34521  -3.55882  0.526
H  -2.06072  -5.66954  -2.33477  -0.051
C  -2.27399  -8.61277  2.91237  -1.556
Cl  -2.35913  -7.04252  2.12173  0.493
Cl  -1.06646  -8.61139  4.19755  0.528
Cl  -3.85573  -9.08872  3.54065  0.515
H  -1.97556  -9.34575  2.17513  0.009

Cartesian forces, eV/Å:
C 0.4067 -0.5678 -0.2035
C -0.2969 -0.9931 -0.4294
O 0.5957 1.2782 0.1564
N -0.5933 -0.7919 1.0557
C 0.4231 -0.2192 -0.4325
C -0.3920 0.5783 0.2291
C 0.4212 -0.4348 -0.6545
C -0.6973 0.6155 -0.0245
C 0.5283 -0.4595 -0.2223
O -0.2215 0.1441 0.0768
P 1.7653 -1.6446 -0.5641
C -0.4470 -0.2216 0.8512
C 0.0113 -0.1673 -0.8464
N -0.0087 0.3898 0.0637
C -0.6385 0.6533 0.1286
C 0.3206 -0.3827 0.3890
C -0.5301 0.9102 0.3658
C -0.1588 -0.0865 -0.2582
C -0.0398 -0.3745 0.1845
C 0.3764 0.5519 -0.3078
C 0.5033 -0.3025 -0.0729
C -0.4979 0.2430 -0.1471
C -0.0516 1.0155 0.1489
C -0.3002 -0.8262 0.1082
O -0.7459 0.2388 -0.4075
C 0.5068 0.5081 0.8168
P -0.6796 -0.4946 -0.6723
O 0.3501 0.5541 0.1923
I 0.0808 -0.0034 -0.0311
H -0.0180 0.2566 -0.0805
H -0.0459 0.1509 0.0517
H -0.1289 0.1030 0.2675
H 0.1240 0.4304 -0.3968
H 0.0397 0.0516 0.2605
H -0.3348 -0.0548 -0.1673
H -0.0879 -0.0130 -0.1818
H 0.2251 -0.1177 0.0584
H -0.1653 -0.0118 0.2092
H 0.0789 0.2373 0.0411
H 0.1259 0.1184 0.0634
H 0.1275 -0.4106 0.2691
H -0.0495 0.1786 0.0587
H -0.0340 0.3125 0.0476
H -0.5663 0.1762 0.0879
H -0.0138 0.2543 -0.1435
H 0.0025 0.2960 -0.0100
H -0.1827 -0.0762 -0.0767
H 0.0344 0.0602 0.3406
H -0.1157 -0.2383 0.2793
H 0.2024 -0.1056 0.1762
H 0.1379 0.0607 -0.0465
H 0.0533 -0.3512 -0.1317
H 0.0394 0.2042 0.0789
H 0.0360 -0.1244 -0.2637
H 0.1790 -0.2732 -0.3353
H -0.1249 0.1288 -0.0912
H 0.1440 -0.1100 0.3079
H 0.0877 -0.0625 0.2192
H 0.4248 -0.0301 -0.1581
H -0.1769 0.0871 -0.0712
H -0.0067 -0.1083 0.2045
H -0.1924 -0.0423 -0.1546
H -0.2135 -0.5587 0.2270
H 0.1868 -0.2136 0.1708
H 0.2508 -0.0993 0.1143
H 0.0227 -0.2492 -0.0197
H -0.1066 0.3315 -0.2896
H 0.0791 -0.0839 0.0115
H -0.0171 0.2948 -0.0876
H -0.0051 0.1704 0.0322
H -0.1446 -0.3798 -0.0010
C 0.3317 -0.1441 -0.0388
Cl -0.0851 0.1180 -0.0181
Cl 0.0317 0.0572 0.0809
Cl -0.1372 0.0497 0.0702
H -0.0537 0.0189 -0.0647
C 0.0685 -0.0993 -0.0059
Cl 0.0037 0.0497 0.0107
Cl -0.0092 0.0182 0.0056
Cl -0.0196 0.0527 -0.0428
H 0.0168 0.0496 -0.0164
C -0.1318 -0.0241 -0.0520
Cl 0.0063 0.0573 0.0058
Cl 0.0162 0.0087 0.0198
Cl 0.0398 -0.0078 -0.0029
H 0.0246 0.0092 0.0092
C -0.0834 0.1293 0.0048
Cl -0.1505 -0.0344 -0.2487
Cl 0.1271 0.0604 -0.1399
Cl 0.0203 0.0410 0.0811
H 0.0388 -0.1002 -0.0024
C 0.1416 -0.0480 -0.0653
Cl 0.0100 -0.0087 -0.0126
Cl -0.2010 0.0729 0.1080
Cl -0.0165 -0.0112 -0.0036
H -0.0188 0.0019 0.0055
C 0.0309 -0.0561 0.2096
Cl -0.0164 0.0170 -0.0231
Cl 0.0171 0.0011 -0.0342
Cl 0.1621 -0.0286 -0.5243
H 0.0114 0.0330 -0.0388
C 0.1152 0.0022 -0.0367
Cl 0.0084 -0.0195 0.0115
Cl -0.2496 -0.1060 0.0862
Cl -0.1371 0.0150 -0.0002
H -0.0326 0.0199 0.0504
C 0.0241 0.0501 0.0243
Cl 0.0032 -0.0077 0.0092
Cl -0.0230 -0.0368 -0.0187
Cl 0.2378 -0.1199 0.1277
H -0.0031 0.0123 -0.0257
C 0.0267 0.0200 -0.0239
Cl -0.0018 -0.0218 0.0140
Cl -0.0256 0.0060 0.0777
Cl -0.0062 -0.0243 0.0189
H 0.0353 -0.0264 0.0218
C 0.0081 -0.0025 -0.0228
Cl -0.0154 -0.0013 -0.0355
Cl 0.0025 0.0357 -0.1091
Cl -0.0225 0.0237 0.0183
H 0.0014 0.0035 0.0037
C 0.0167 0.0778 0.0034
Cl -0.0018 -0.0301 0.1828
Cl 0.0116 -0.0092 -0.0030
Cl -0.0108 -0.0212 -0.0127
H 0.0011 -0.0226 -0.0019

HOMO-LUMO gap: 6.14 eV
charge: -1
2S+1: 1
E_HOMO: -4.6949 eV
E_tot: -17790.19328 a.u.